Model a:
Computed, not measured: a cluster of 2 separate species, C5H15NP in total, with the ωB97M-V functional and the def2-TZVPD basis.

Its multiplicity is 1. As for the HOMO-LUMO gap: 7.7 eV. Its total charge is +1. The LUMO energy comes out at -3.756 eV.

Last column: Mulliken charge in e.
Cartesian coordinates (Å):
C: -0.38 0.95 1.95  -1.23
C: 1.66 1.27 0.46  -1.13
C: -2.10 1.42 -0.41  -1.04
C: 0.24 -1.29 -1.08  -0.79
C: 0.12 1.30 0.61  0.97
N: -0.57 1.49 -0.46  -0.13
P: 0.89 -2.90 -1.04  0.09
H: 0.33 1.04 2.80  0.35
H: -0.80 -0.08 1.86  0.34
H: -1.38 1.51 2.25  0.36
H: 2.06 0.21 0.39  0.26
H: 2.11 1.80 1.30  0.47
H: 1.72 1.98 -0.44  0.31
H: -2.41 1.15 -1.41  0.38
H: -2.55 0.52 0.14  0.33
H: -2.49 2.23 0.02  0.44
H: 0.67 -0.97 -2.10  0.20
H: -0.80 -1.09 -0.79  0.26
H: 0.45 -3.80 -0.07  0.10
H: -0.24 1.53 -1.39  0.31
H: 2.38 -2.61 -0.98  0.09
H: 1.15 -4.00 -1.88  0.08

---

Model b:
Computed, not measured: a cluster of 2 separate species, C5H15NP in total, with the ωB97M-V functional and the def2-TZVPD basis.

Its multiplicity is 1. As for the HOMO-LUMO gap (spin up / spin down): 7.4 / 9.2 eV. Its total charge is +1. The LUMO energy (spin up / spin down) comes out at -4.477 / -3.999 eV.

Last column: Mulliken charge in e.
Cartesian coordinates (Å):
C: 2.02 -1.24 0.74  -0.90
C: -2.46 0.83 -0.61  -0.88
C: -1.27 -0.31 1.11  -0.85
C: -0.51 -0.69 -1.16  -0.71
C: 2.01 -0.12 -0.25  -0.23
N: -1.09 0.24 -0.17  0.38
P: 1.54 1.45 0.35  -0.26
H: 1.63 -2.19 0.27  0.28
H: 1.42 -1.06 1.71  0.27
H: 3.10 -1.49 0.90  0.32
H: -2.67 1.76 -0.02  0.36
H: -2.50 1.04 -1.61  0.37
H: -3.28 0.08 -0.61  0.36
H: -0.36 -0.62 1.60  0.10
H: -1.78 0.26 1.75  0.42
H: -1.84 -1.26 0.99  0.42
H: -0.76 -1.83 -1.13  0.25
H: -0.43 -0.25 -2.08  0.43
H: 2.32 -0.25 -1.26  0.53
H: -0.37 1.08 -0.16  0.03
H: 2.35 2.29 -0.39  0.13
H: 2.38 1.48 1.59  0.16

---

Short version: model b is the least stable of them.

---

Model a:
Computed, not measured: a cluster of 2 separate species, C8H12O6 in total, with the ωB97M-V functional and the def2-TZVPD basis.

Its multiplicity is 1. As for the HOMO-LUMO gap: 10.2 eV. The LUMO energy comes out at 0.307 eV. Its structure (SMILES) is C[C@H]1COC(=O)O1.C[C@H]1COC(=O)O1.

Last column: Mulliken charge in e.
Cartesian coordinates (Å):
C: 74.56 31.84 30.69  -1.56
C: 73.79 32.42 31.86  1.25
C: 73.19 31.43 32.83  -0.42
O: 73.81 31.89 34.04  -0.25
C: 74.53 32.89 33.86  0.61
O: 75.22 33.47 34.84  -0.67
O: 74.55 33.35 32.62  -0.28
H: 73.87 31.32 29.96  0.32
H: 75.24 30.94 31.14  0.30
H: 74.96 32.62 30.32  0.54
H: 72.95 33.05 31.40  -0.52
H: 73.19 30.45 32.53  0.40
H: 72.06 31.39 32.82  0.25
C: 69.31 37.09 31.91  -1.54
C: 70.22 35.83 31.88  0.04
C: 69.59 34.59 31.23  -0.44
O: 70.55 34.09 30.53  -0.35
C: 71.46 35.07 30.18  0.74
O: 72.35 34.92 29.38  -0.61
O: 71.28 36.01 30.88  -0.28
H: 68.52 37.02 32.43  0.59
H: 68.78 37.08 30.95  0.35
H: 69.96 38.04 32.25  0.25
H: 70.64 35.79 32.70  0.61
H: 68.75 34.92 30.64  0.33
H: 69.29 33.95 31.98  0.34

---

Model b:
Computed, not measured: a cluster of 2 separate species, C8H12O6 in total, with the ωB97M-V functional and the def2-TZVPD basis.

Its multiplicity is 1. As for the HOMO-LUMO gap: 11.7 eV. The LUMO energy comes out at 0.671 eV. Its structure (SMILES) is C[C@H]1COC(=O)O1.C[C@H]1COC(=O)O1.

Last column: Mulliken charge in e.
Cartesian coordinates (Å):
C: -3.26 0.50 2.47  -1.38
C: -1.92 0.62 1.81  0.48
C: -1.81 0.09 0.44  -0.56
O: -1.11 1.00 -0.32  -0.36
C: -1.07 2.13 0.36  0.63
O: -0.58 3.19 0.08  -0.57
O: -1.68 1.90 1.55  -0.36
H: -3.37 -0.48 2.92  0.37
H: -4.00 0.77 1.72  0.35
H: -3.43 1.17 3.32  0.34
H: -1.06 0.24 2.35  0.31
H: -2.80 0.08 -0.01  0.46
H: -1.53 -0.96 0.51  0.29
C: 2.66 0.15 -2.55  -1.47
C: 2.57 -0.80 -1.46  0.38
C: 1.91 -0.38 -0.13  -0.08
O: 1.24 -1.63 0.16  -0.36
C: 1.19 -2.48 -0.92  0.67
O: 0.61 -3.53 -0.88  -0.56
O: 1.88 -1.90 -1.86  -0.36
H: 3.21 1.04 -2.26  0.38
H: 1.70 0.48 -2.93  0.33
H: 3.12 -0.35 -3.41  0.38
H: 3.47 -1.32 -1.15  0.27
H: 1.30 0.51 -0.30  0.09
H: 2.74 -0.03 0.48  0.33

---

Short version: model a is the least stable of them.

---

Model a:
Computed, not measured: an isolated molecule of C3H6N3P, with the ωB97M-V functional and the def2-TZVPD basis.

Its multiplicity is 1. As for the HOMO-LUMO gap: 9.1 eV. The LUMO energy comes out at 0.302 eV.

Last column: Mulliken charge in e.
Cartesian coordinates (Å):
C: -0.31 0.18 0.14  0.32
C: 0.21 -1.03 0.17  -0.21
C: 0.18 1.64 0.33  -0.89
N: -1.67 0.20 -0.33  -0.23
N: -3.43 -1.39 -0.52  -0.53
N: -2.49 -0.74 -0.33  0.41
P: 2.01 -1.39 -0.43  -0.06
H: 0.56 1.77 1.36  0.25
H: 0.93 1.92 -0.46  0.31
H: -0.85 2.21 0.15  0.29
H: -0.55 -1.87 -0.10  0.31
H: 3.13 -1.42 0.68  0.05
H: 2.30 -0.07 -0.66  -0.02

---

Model b:
Computed, not measured: an isolated molecule of C3H6N3P, with the ωB97M-V functional and the def2-TZVPD basis.

Its multiplicity is 1. As for the HOMO-LUMO gap (spin up / spin down): 6.4 / 8.1 eV. The LUMO energy (spin up / spin down) comes out at -1.651 / -0.099 eV.

Last column: Mulliken charge in e.
Cartesian coordinates (Å):
C: -1.80 -0.68 -0.28  -0.62
C: -1.81 0.74 0.08  0.29
C: -0.60 -1.28 -0.14  0.13
N: -0.94 1.45 0.56  -0.46
N: 0.40 -0.63 0.34  -0.34
N: 2.39 0.98 -0.29  -0.60
P: 2.16 -0.57 0.27  0.07
H: -2.82 -1.19 -0.53  0.26
H: -2.80 1.32 0.02  0.30
H: -0.54 -2.36 -0.53  0.30
H: 2.11 0.93 -1.24  0.28
H: 1.87 1.68 0.15  0.33
H: 2.41 -0.40 1.59  0.06

---

Short version: model a is the least stable of them.